[1]
The following is a quantum chemistry calculation of C11H9NO in the gas phase at a distorted geometry, from the OMol25 dataset.

Atoms and positions in Å:
1 C 0.48249 -1.49773 2.13841
2 C 0.85097 -1.47980 0.79279
3 C -0.21356 -1.43105 -0.22218
4 C -0.75225 -0.08599 0.20888
5 C -1.30369 -0.06087 1.47370
6 N -0.85817 -1.06134 2.38306
7 C 0.23723 0.96057 -0.07372
8 C -0.10999 2.29960 -0.26293
9 C 0.89241 3.24491 -0.40010
10 C 2.23008 2.83666 -0.38316
11 C 2.59880 1.52106 -0.09680
12 C 1.60407 0.55540 0.11130
13 O 1.96839 -0.76744 0.45877
14 H 1.27120 -1.49908 2.90081
15 H 0.17106 -1.37204 -1.24551
16 H -0.94312 -2.22052 -0.15007
17 H -1.54858 0.88140 1.92983
18 H -1.08173 -0.91162 3.37719
19 H -1.15860 2.58281 -0.30551
20 H 0.69667 4.29738 -0.58460
21 H 2.97912 3.60511 -0.45832
22 H 3.62910 1.24446 0.05003

Frontier orbital gap ... 8.63 eV
LUMO ... 0.7 eV
Structure (SMILES) ... C1=C2CC(=CN1)c1ccccc1O2
Total energy ... -554.4344 Eh
M ... 171.20 g mol⁻¹
Maximum force ... 2.8 eV Å⁻¹

=====

[2]
The following is a quantum chemistry calculation of C11H9NO in the gas phase at a distorted geometry, from the OMol25 dataset.

Atoms and positions in Å:
1 C -0.32755 -0.23171 -3.43607
2 C 0.91481 -0.24875 -3.05290
3 C 1.40233 0.29603 -1.78095
4 C 0.41944 0.66012 -0.87855
5 O 0.89778 0.86034 0.25917
6 C 0.35054 0.35303 1.29250
7 C -0.17545 -0.90341 1.47312
8 C -0.60105 -1.30237 2.72924
9 C -0.15196 -0.59050 3.88398
10 N 0.55076 0.56106 3.73624
11 C 0.59612 1.01305 2.43973
12 C -0.97938 0.70132 -1.26437
13 C -1.32992 0.46708 -2.54486
14 H -0.66320 -0.52401 -4.53838
15 H 1.76242 -0.50954 -3.72629
16 H 2.27985 0.02849 -1.39178
17 H -0.35841 -1.36333 0.37581
18 H -1.15449 -2.26745 2.83472
19 H -0.58782 -0.74488 4.83348
20 H 1.21610 1.87470 2.26398
21 H -1.78653 1.14880 -0.63679
22 H -2.27436 0.72192 -2.87104

Frontier orbital gap ... 9.28 eV
LUMO ... 0.7 eV
Structure (SMILES) ... c1ccc(Oc2cccnc2)cc1
Total energy ... -554.4314 Eh
M ... 171.20 g mol⁻¹
Maximum force ... 7.4 eV Å⁻¹

=====

[3]
The following is a quantum chemistry calculation of a molecular structure, C12Cl5F5N2OS2V, from the OMol25 dataset.

Atoms and positions in Å:
1 V 0.48246 -0.10425 -0.87441
2 S 2.80507 0.37706 -1.33338
3 C 2.31407 1.99266 -1.71910
4 S 0.58652 2.20763 -1.73496
5 C 3.20400 3.03599 -1.94579
6 C 4.61190 2.85021 -1.90581
7 N 5.76248 2.75048 -1.89905
8 C 2.76879 4.35567 -2.24046
9 N 2.46562 5.44641 -2.46957
10 Cl -5.37090 -0.23123 3.50141
11 C -3.79535 -0.16449 2.78632
12 C -3.64337 -0.19287 1.39990
13 Cl -5.03902 -0.29660 0.38901
14 C -2.38472 -0.13600 0.83380
15 Cl -2.17779 -0.15668 -0.88000
16 C -1.19802 -0.04782 1.60774
17 O -0.03395 0.00910 1.09262
18 C -1.39221 -0.02074 3.01522
19 Cl 0.02179 0.07887 3.99160
20 C -2.65406 -0.07741 3.58190
21 Cl -2.82463 -0.04205 5.30373
22 F -0.69005 -2.51544 -2.39156
23 C 0.19210 -2.27619 -1.31850
24 F -0.46760 -2.84395 -0.20802
25 C 1.32678 -3.25572 -1.57831
26 F 0.92814 -4.54912 -1.72419
27 F 1.98548 -2.94133 -2.70888
28 F 2.21645 -3.25222 -0.57125

Frontier orbital gap (spin up / spin down) ... 5.21 / 4.66 eV
LUMO (spin up / spin down) ... 3.8 / 3.8 eV
Total energy ... -5182.8436 Eh
2S+1 ... 2
M ... 575.48 g mol⁻¹
Maximum force ... 0.5 eV Å⁻¹
Charge ... -2